(1)
Entry from the OMol25 dataset: a molecular structure, C14H14N2O3SY in a non-equilibrium geometry (the ωB97M-V functional and the def2-TZVPD basis).

The geometry in XYZ format:
```
35
Properties=species:S:1:pos:R:3:forces:R:3
C -0.3950 1.0533 -1.9633 0.5 0.8 0.3
C 1.0082 1.2953 -1.8117 -0.7 0.5 0.1
C 1.1806 2.2293 -0.7388 -0.4 0.3 -0.4
C -0.1154 2.5625 -0.2333 0.1 0.1 -0.6
C -1.0861 1.8282 -0.9821 0.8 0.3 -0.4
Y 0.2833 0.0217 0.3752 0.1 -0.6 -0.8
N -1.2039 -1.3940 -0.2351 -0.5 0.0 0.4
C -0.2799 -2.4530 -0.6220 -1.0 -1.7 -0.3
C 1.1643 -2.0129 -0.6629 0.7 0.5 0.6
H 2.1257 2.6859 -0.4287 -0.4 -0.3 0.0
H 1.7992 0.8720 -2.4300 -0.3 0.1 0.3
H -0.3333 3.3210 0.5241 0.1 -0.5 -0.2
H -2.1671 1.8997 -0.8726 0.4 -0.2 0.1
H -0.8576 0.4081 -2.7068 0.2 0.1 0.4
H 1.4989 -1.9182 -1.6977 0.2 0.0 0.0
H -0.3923 -3.3029 0.0917 0.2 0.1 -0.3
H -2.1665 -1.7314 -0.1774 0.5 0.3 -0.1
H 1.7967 -2.7382 -0.1397 0.1 0.1 -0.2
H -0.5633 -2.8786 -1.6136 0.0 0.1 0.2
O 2.5336 2.0679 4.6002 0.1 -0.5 -0.2
S 2.1931 0.6851 4.3722 -2.1 -0.5 -1.5
O 3.2109 -0.3240 4.4614 0.0 0.3 0.0
N 1.2593 0.4892 2.9557 0.6 0.6 0.2
C -0.0469 0.3361 3.1961 -0.1 0.4 -1.8
O -0.9149 0.4413 2.2438 1.0 -0.4 2.8
C -0.3408 0.0398 4.6154 -0.5 -0.2 0.9
C -1.5150 -0.4109 5.2362 0.3 0.3 -0.3
C -1.5398 -0.5520 6.6261 0.4 0.1 0.0
C -0.3951 -0.2613 7.3947 0.0 0.1 -0.6
C 0.7958 0.1374 6.7608 -0.5 -0.1 0.2
C 0.7922 0.2559 5.3728 0.2 -0.1 1.6
H -2.3760 -0.6438 4.6135 0.1 0.1 0.2
H -2.4525 -0.8863 7.1254 0.3 0.1 -0.2
H -0.4510 -0.3533 8.4790 0.1 0.0 -0.3
H 1.6929 0.3574 7.3440 -0.3 -0.1 -0.2
```
Forces are in eV/Å.

Output
Energy above the lowest of the compared OMol25 structures with the same formula, charge and spin (kcal/mol): 0.00
Total charge: -1
Spin multiplicity: 1
Highest occupied orbital energy (Ha): -0.1278
HOMO-LUMO gap (eV): 5.9738
E_LUMO (eV): 2.497
Molar mass (g/mol): 379.2
F_max (eV/A): 3.00
Electronic energy (hartree): -1313.71707


(2)
Entry from the OMol25 dataset: C14H14N2O4 in the gas phase in a non-equilibrium geometry (the ωB97M-V functional and the def2-TZVPD basis).

The geometry in XYZ format:
```
34
Properties=species:S:1:pos:R:3:forces:R:3
C 0.0883 5.0744 2.2856 0.0 0.1 -0.1
O -0.3159 3.7471 2.5045 -0.1 -0.3 0.1
C -1.7171 3.5811 2.4620 -0.2 -0.2 0.1
C -2.0237 2.1038 2.7015 -0.1 0.4 0.0
N -1.4290 1.2850 1.6707 0.3 0.2 0.2
C -2.1670 0.7411 0.6778 0.3 -0.2 0.2
O -3.3755 0.7534 0.6395 -0.2 0.1 -0.2
C -1.3265 0.0438 -0.3710 0.2 -0.5 1.0
C -1.5464 0.5478 -1.6649 -0.1 0.2 -0.7
N -1.7519 1.0514 -2.6765 0.0 0.0 -0.2
C -0.5048 -0.9613 -0.0116 -0.5 0.6 0.0
C 0.3338 -1.8034 -0.8398 0.4 -0.4 -0.3
C 0.3558 -1.7438 -2.2377 -0.1 0.0 0.2
C 1.1830 -2.5776 -2.9588 0.2 -0.2 0.0
C 2.0094 -3.4920 -2.3067 -0.2 0.2 0.3
C 2.8817 -4.3664 -3.1219 0.2 -0.2 -0.6
O 2.9376 -4.3470 -4.3257 -0.1 0.1 0.1
O 3.6283 -5.2069 -2.3877 0.1 -0.2 0.4
C 1.9936 -3.5641 -0.9151 0.1 -0.1 -0.3
C 1.1644 -2.7311 -0.1963 -0.2 0.2 0.0
H -0.3219 5.7448 3.0502 0.0 0.0 0.0
H -0.2316 5.4289 1.2983 0.0 0.0 0.0
H 1.1747 5.0819 2.3406 0.0 0.1 0.0
H -2.2008 4.1945 3.2365 0.0 0.0 -0.1
H -2.1066 3.8909 1.4803 0.0 0.0 0.1
H -3.1016 1.9348 2.6756 0.1 0.0 0.1
H -1.6193 1.8032 3.6715 -0.1 0.0 0.0
H -0.4300 1.3803 1.5668 -0.1 -0.1 -0.2
H -0.4637 -1.1904 1.0478 -0.1 0.1 0.0
H -0.2817 -1.0472 -2.7568 0.0 0.0 -0.1
H 1.2049 -2.5387 -4.0371 0.0 0.0 -0.1
H 4.1756 -5.7527 -2.9735 -0.2 0.2 -0.1
H 2.6300 -4.2741 -0.4109 0.0 0.0 0.0
H 1.1538 -2.7915 0.8827 0.0 0.0 0.1
```
Forces are in eV/Å.

Output
Energy above the lowest of the compared OMol25 structures with the same formula, charge and spin (kcal/mol): 64.26
Spin multiplicity: 1
Highest occupied orbital energy (Ha): -0.3440
HOMO-LUMO gap (eV): 8.4409
E_LUMO (eV): -0.921
Molar mass (g/mol): 274.3
F_max (eV/A): 1.16
Electronic energy (hartree): -952.36437
SMILES string: COCCNC(=O)/C(C#N)=C/c1ccc(C(=O)O)cc1